1.
DFT (wB97M-V/def2-TZVPD) results for an isolated molecule of CH3ClN2 at a distorted geometry.

Net charge: 0
Energy above the lowest of the compared OMol25 structures with the same formula, charge and spin (kcal per mole): 66.6
HOMO energy (eV): -8.295
LUMO level (eV): 0.7240
F_max (eV/Å): 7.872
E_tot (hartree): -609.52656
Structure (SMILES): N/C=N/Cl

Each line ends with the natural charge from an NBO analysis.
Cartesian coordinates (Å):
N  -1.137  -0.264  0.140  -0.7698
C  0.063  0.298  0.032  0.2682
N  1.278  -0.625  -0.041  -0.5700
Cl  2.719  0.264  -0.038  0.0684
H  -1.956  0.235  -0.173  0.4034
H  -1.166  -1.271  0.113  0.4123
H  0.199  1.363  -0.034  0.1875



2.
DFT (wB97M-V/def2-TZVPD) results for a cluster of 2 separate species, CH3ClN2O2 in total at a distorted geometry.

Net charge: 0
Energy above the lowest of the compared OMol25 structures with the same formula, charge and spin (kcal per mole): 77.0
HOMO energy (alpha / beta) (eV): -8.943 / -8.589
LUMO level (alpha / beta) (eV): -0.0345 / -0.3646
F_max (eV/Å): 3.312
E_tot (hartree): -759.88869

Each line ends with the natural charge from an NBO analysis.
Cartesian coordinates (Å):
C  -1.033  -0.511  -0.111  -0.2003
N  0.221  0.147  -0.430  -0.2414
N  1.682  1.359  1.165  0.2027
O  1.232  -0.647  -0.345  -0.3778
O  2.253  0.402  0.904  -0.0822
Cl  -2.441  0.604  -0.229  -0.0691
H  -1.317  -1.455  -0.679  0.2102
H  -0.886  -0.713  0.877  0.2018
H  0.290  0.814  -1.153  0.3563



3.
DFT (wB97M-V/def2-TZVPD) results for a cluster of 2 separate species, CH3ClN2O2 in total at a distorted geometry.

Net charge: 0
Energy above the lowest of the compared OMol25 structures with the same formula, charge and spin (kcal per mole): 69.3
HOMO energy (eV): -9.575
LUMO level (eV): -0.0010
F_max (eV/Å): 2.592
E_tot (hartree): -759.90099
Structure (SMILES): C=[NH+][O-].O=NCl

Each line ends with the natural charge from an NBO analysis.
Cartesian coordinates (Å):
C  -1.430  -0.503  0.457  -0.2037
N  -0.969  0.001  -0.649  0.0028
O  0.192  0.255  -1.037  -0.4938
H  -0.831  -0.708  1.344  0.2123
H  -2.445  -0.513  0.616  0.1900
H  -1.646  0.279  -1.288  0.3622
O  2.300  1.520  -0.076  -0.1711
N  1.829  0.609  0.392  0.3415
Cl  2.999  -0.940  0.242  -0.2402



4.
DFT (wB97M-V/def2-TZVPD) results for an isolated molecule of CH3ClN2O2 at a distorted geometry.

Net charge: 0
Energy above the lowest of the compared OMol25 structures with the same formula, charge and spin (kcal per mole): 93.2
HOMO energy (eV): -9.906
LUMO level (eV): 0.3219
F_max (eV/Å): 6.426
E_tot (hartree): -759.86298
Structure (SMILES): CO/[N+]([O-])=N/Cl

Each line ends with the natural charge from an NBO analysis.
Cartesian coordinates (Å):
C  1.149  0.710  0.989  -0.1828
O  0.583  -0.513  0.078  -0.3995
N  -0.637  -0.504  -0.622  0.5381
O  -1.345  0.428  -0.256  -0.4420
N  -0.858  -1.393  -1.534  -0.2935
Cl  -2.432  -1.391  -2.140  0.1687
H  1.323  0.227  1.830  0.1904
H  1.965  1.160  0.557  0.1976
H  0.252  1.276  1.098  0.2231



5.
DFT (wB97M-V/def2-TZVPD) results for an isolated molecule of CH3ClN2O2 at a distorted geometry.

Net charge: 0
Energy above the lowest of the compared OMol25 structures with the same formula, charge and spin (kcal per mole): 72.0
HOMO energy (eV): -9.833
LUMO level (eV): 0.4176
F_max (eV/Å): 3.875
E_tot (hartree): -759.89667
Structure (SMILES): CN(Cl)[N+](=O)[O-]

Each line ends with the natural charge from an NBO analysis.
Cartesian coordinates (Å):
C  -0.973  0.240  -0.593  -0.4591
N  0.253  0.669  -0.037  -0.3750
Cl  0.203  1.636  1.263  0.2005
N  1.215  -0.652  0.382  0.6318
O  0.911  -1.685  -0.085  -0.3361
O  2.128  -0.449  1.118  -0.3267
H  -1.729  0.381  0.091  0.1983
H  -1.150  0.731  -1.497  0.2169
H  -0.858  -0.872  -0.641  0.2493



6.
DFT (wB97M-V/def2-TZVPD) results for a cluster of 2 separate species, CH3ClN3O in total at a distorted geometry.

Net charge: +1
Energy above the lowest of the compared OMol25 structures with the same formula, charge and spin (kcal per mole): 40.2
2S+1: 3
<S²>: 2.010
HOMO energy (alpha / beta) (eV): -11.810 / -15.261
LUMO level (alpha / beta) (eV): -6.7781 / -6.4665
F_max (eV/Å): 3.088
E_tot (hartree): -738.96643

Each line ends with the Löwdin spin population.
Cartesian coordinates (Å):
C  -1.051  -0.168  -0.579  1.0574
N  0.887  1.093  1.156  0.1119
N  1.805  -0.649  -0.087  0.1424
N  1.195  0.237  0.423  0.1079
O  -2.073  -0.019  0.106  0.3447
Cl  3.246  -0.956  -0.877  0.0991
H  -1.079  -0.694  -1.503  0.1020
H  -0.027  1.629  1.308  0.0096
H  -2.901  -0.473  0.052  0.0249



7.
DFT (wB97M-V/def2-TZVPD) results for the ion CH3ClN3S with charge +1 at a distorted geometry.

Net charge: +1
Energy above the lowest of the compared OMol25 structures with the same formula, charge and spin (kcal per mole): 56.2
HOMO energy (alpha / beta) (eV): -13.896 / -13.898
LUMO level (alpha / beta) (eV): -6.7201 / -6.7198
F_max (eV/Å): 4.241
E_tot (hartree): -1062.07543

Each line ends with the natural charge from an NBO analysis.
Cartesian coordinates (Å):
C  0.659  -0.888  -0.955  -0.3745
N  -1.298  2.015  0.005  -0.2552
N  -0.200  0.179  -0.905  -0.0146
N  -0.807  0.965  -0.254  0.3094
S  2.046  -0.926  0.133  0.6809
Cl  2.853  1.157  -0.149  -0.1804
H  0.981  -1.392  -1.795  0.2552
H  -2.265  2.024  0.256  0.4095
H  1.356  -0.402  1.188  0.1697



8.
DFT (wB97M-V/def2-TZVPD) results for the ion CH3ClNO2S with charge -1 at a distorted geometry.

Net charge: -1
Energy above the lowest of the compared OMol25 structures with the same formula, charge and spin (kcal per mole): 15.7
HOMO energy (eV): -4.068
LUMO level (eV): 3.6023
F_max (eV/Å): 4.174
E_tot (hartree): -1103.55138

Each line ends with the natural charge from an NBO analysis.
Cartesian coordinates (Å):
C  -0.071  0.963  0.686  -0.1482
N  0.472  -0.339  0.154  -0.9208
O  0.348  -2.274  -1.575  -1.0403
O  -1.601  -0.842  -1.295  -1.0448
S  -0.174  -0.889  -1.507  1.6287
Cl  1.321  1.902  1.485  -0.2173
H  -0.207  1.417  -0.231  0.1926
H  -0.829  1.150  1.446  0.1836
H  0.740  -1.088  0.837  0.3666



9.
DFT (wB97M-V/def2-TZVPD) results for a cluster of 2 separate species, CH3ClNO3S in total at a distorted geometry.

Net charge: -1
Energy above the lowest of the compared OMol25 structures with the same formula, charge and spin (kcal per mole): 10.5
HOMO energy (eV): -4.956
LUMO level (eV): 3.5403
F_max (eV/Å): 3.098
E_tot (hartree): -1178.75972

Each line ends with the natural charge from an NBO analysis.
Cartesian coordinates (Å):
C  0.947  -1.071  -0.205  -0.5427
N  2.232  -0.568  -0.234  0.1372
O  -2.700  2.797  0.774  -0.9653
O  3.157  -1.234  0.150  -0.3484
O  -1.072  0.995  1.058  -1.0026
S  -2.411  1.386  0.697  1.6088
Cl  -2.092  1.064  -1.573  -0.6239
H  0.388  -0.253  0.367  0.3214
H  0.649  -0.937  -1.200  0.2467
H  0.901  -2.179  0.165  0.1687



10.
DFT (wB97M-V/def2-TZVPD) results for a structure of composition CH3ClO2 at a distorted geometry.

Net charge: 0
Energy above the lowest of the compared OMol25 structures with the same formula, charge and spin (kcal per mole): 33.0
HOMO energy (eV): -11.145
LUMO level (eV): -0.5763
F_max (eV/Å): 6.844
E_tot (hartree): -650.50281

Each line ends with the natural charge from an NBO analysis.
Cartesian coordinates (Å):
H  0.892  0.124  -0.107  0.4405
C  -0.958  -0.372  0.147  0.3645
O  -1.335  0.051  1.155  -0.4504
Cl  -1.312  -0.086  -1.644  -0.0741
H  -0.495  -1.686  0.112  0.1504
O  1.716  0.540  -0.056  -0.9030
H  1.492  1.430  0.393  0.4720



11.
DFT (wB97M-V/def2-TZVPD) results for the ion CH3ClO3P with charge -1 at a distorted geometry.

Net charge: -1
Energy above the lowest of the compared OMol25 structures with the same formula, charge and spin (kcal per mole): 21.1
HOMO energy (eV): -4.905
LUMO level (eV): 4.0114
F_max (eV/Å): 2.841
E_tot (hartree): -1067.24939
Structure (SMILES): C[P@](=O)([O-])OCl

Each line ends with the natural charge from an NBO analysis.
Cartesian coordinates (Å):
C  0.722  -1.133  0.126  -1.0204
P  0.244  0.675  -0.096  2.2937
O  0.312  1.156  -1.476  -1.1400
O  0.569  1.595  0.998  -1.1386
O  -1.690  0.339  0.278  -0.8503
Cl  -2.442  1.781  -0.016  0.1519
H  -0.045  -1.572  0.707  0.2468
H  0.553  -1.685  -0.783  0.2257
H  1.777  -1.155  0.262  0.2313



12.
DFT (wB97M-V/def2-TZVPD) results for a cluster of 2 separate species, CH3ClOS2 in total at a distorted geometry.

Net charge: 0
Energy above the lowest of the compared OMol25 structures with the same formula, charge and spin (kcal per mole): 47.2
HOMO energy (alpha / beta) (eV): -9.210 / -8.718
LUMO level (alpha / beta) (eV): -1.4732 / -1.8639
F_max (eV/Å): 2.148
E_tot (hartree): -1371.61861

Each line ends with the natural charge from an NBO analysis.
Cartesian coordinates (Å):
C  -1.231  -2.290  -0.414  -0.8296
O  -3.060  1.578  0.565  -0.7920
S  -0.498  -0.772  0.002  0.0938
S  -3.138  0.815  -0.639  1.0472
Cl  -4.139  -0.835  -0.123  -0.2195
H  -1.923  -2.586  0.385  0.2185
H  -0.557  -3.128  -0.619  0.2354
H  -1.904  -2.016  -1.219  0.2462



Question: Which value of net charge does entry 11 give?
Answer: -1



Repeat the ninth record exactly.
DFT (wB97M-V/def2-TZVPD) results for a cluster of 2 separate species, CH3ClNO3S in total at a distorted geometry.

Net charge: -1
Energy above the lowest of the compared OMol25 structures with the same formula, charge and spin (kcal per mole): 10.5
HOMO energy (eV): -4.956
LUMO level (eV): 3.5403
F_max (eV/Å): 3.098
E_tot (hartree): -1178.75972

Each line ends with the natural charge from an NBO analysis.
Cartesian coordinates (Å):
C  0.947  -1.071  -0.205  -0.5427
N  2.232  -0.568  -0.234  0.1372
O  -2.700  2.797  0.774  -0.9653
O  3.157  -1.234  0.150  -0.3484
O  -1.072  0.995  1.058  -1.0026
S  -2.411  1.386  0.697  1.6088
Cl  -2.092  1.064  -1.573  -0.6239
H  0.388  -0.253  0.367  0.3214
H  0.649  -0.937  -1.200  0.2467
H  0.901  -2.179  0.165  0.1687



Question: What is the net charge in the sixth record?
Answer: +1